{
  "formula": "C14H25MoN4O4S3",
  "method": "the ωB97M-V functional and the def2-TZVPD basis",
  "species": ["Mo", "C", "C", "N", "C", "C", "S", "C", "C", "N", "H", "H", "H", "H", "H", "H", "H", "H", "H", "H", "H", "H", "H", "H", "C", "C", "C", "C", "C", "H", "H", "H", "H", "H", "S", "C", "N", "C", "C", "N", "H", "H", "H", "H", "H", "H", "O", "S", "O", "O", "O"],
  "positions_angstrom": [[-1.62501, -0.67151, -0.97809], [0.00336, 1.15036, -3.12534], [-1.48346, 1.21038, -3.38639], [-2.17749, 1.23909, -2.09122], [-2.08201, 2.52906, -1.37273], [-2.09268, 2.31198, 0.12289], [-0.86972, 1.06518, 0.63497], [0.67151, 1.71903, -0.09274], [1.28189, 0.73667, -1.07357], [0.28449, 0.18076, -2.02644], [0.38040, 2.12621, -2.81789], [0.55225, 0.87429, -4.02618], [-1.83376, 0.31835, -3.90514], [-1.73982, 2.08387, -3.99252], [-3.18088, 1.08978, -2.27946], [-2.92237, 3.16834, -1.65486], [-1.17657, 3.05016, -1.68297], [-3.04586, 1.90206, 0.45824], [-1.89605, 3.23700, 0.66465], [1.36460, 1.86721, 0.73391], [0.46288, 2.68844, -0.54034], [1.72548, -0.08319, -0.51486], [2.08565, 1.23213, -1.62615], [0.70984, -0.63648, -2.44474], [-0.07339, -2.01428, -0.18348], [-0.47401, -2.55774, -1.45489], [-1.79349, -3.02967, -1.31113], [-2.24464, -2.73148, -0.01871], [-1.18618, -2.13149, 0.70469], [0.91814, -1.75665, 0.14936], [0.15024, -2.64962, -2.32942], [-2.40395, -3.43857, -2.09597], [-3.25383, -2.86247, 0.33657], [-1.17914, -1.83045, 1.74020], [1.63519, -0.64131, 2.46576], [3.02500, -0.50339, 3.38745], [3.06009, -0.18387, 4.68705], [4.42120, -0.05119, 5.18901], [5.21990, -0.76865, 4.08823], [4.29096, -0.69979, 2.96295], [2.22462, 0.08643, 5.17462], [4.53812, -0.52544, 6.16093], [4.70569, 1.00045, 5.27061], [5.42770, -1.80649, 4.35993], [6.15710, -0.26458, 3.86441], [4.44013, -1.19800, 2.10297], [-3.04905, -1.15086, -2.47987], [-4.32360, -0.78932, -1.67619], [-4.89335, 0.39826, -2.26054], [-3.57265, -0.37489, -0.36432], [-5.16349, -1.91413, -1.45323]],
  "homo_energy_ev": -11.31,
  "total_charge": 1,
  "energy_ha": -2331.0962,
  "fmax_ha_per_bohr": 0.022,
  "e_lumo_ev": -2.9,
  "de_lowest_kcal_mol": 4.1,
  "multiplicity": 1
}